Density functional theory data (the ωB97M-V functional and the def2-TZVPD basis) for an isolated molecule of C3H5NO.

Each line ends with the Mulliken charge.
Atoms and positions in Å:
C1 0.91092 0.29673 0.84126  0.029
H1 -1.38111 -2.40339 -0.89633  0.271
H2 0.72799 2.29821 0.64302  0.270
C2 -0.71427 -1.72874 -0.37223  -0.228
C3 0.22205 1.35612 0.47557  -0.543
H3 1.97709 0.44966 1.20791  0.260
H4 -0.84236 1.15937 0.13546  0.218
O1 0.74263 -1.06635 1.12685  -0.187
N1 -0.05466 -2.07027 0.64861  -0.208
H5 -0.69628 -0.67824 -0.79999  0.118

Atomic forces in eV per Å
C 2.8 -0.9 1.3
H 0.2 -0.4 0.4
H -0.5 0.1 -0.4
C -0.8 1.5 -1.2
C -2.3 -1.4 -0.6
H -1.5 -0.1 -0.5
H 1.4 1.2 0.5
O 1.2 0.6 1.1
N -0.8 0.7 -1.1
H 0.2 -1.4 0.6

Orbital gap   10.555 eV
LUMO level   1.057 eV

***

Density functional theory data (the ωB97M-V functional and the def2-TZVPD basis) for C22H31N6O9PmS as an isolated structure.

Each line ends with the Mulliken charge.
Atoms and positions in Å:
H1 -2.17362 4.87343 -0.53498  0.285
O1 0.23875 -2.09714 -0.56561  -0.158
C1 2.53508 1.15372 -3.08337  -0.680
C2 -4.39598 -1.37317 -1.56130  -0.433
C3 -1.18513 4.96778 -0.08165  -0.954
N1 -1.39455 -4.28088 -2.39417  -0.407
C4 2.12829 -0.08262 5.42502  -0.857
H2 -0.51917 2.79962 3.50792  0.608
O2 -0.73656 0.95577 2.57420  -0.147
C5 -4.29880 -0.53209 -0.45820  -1.253
O3 -0.43124 2.39129 0.38265  -0.213
H3 2.58969 1.96276 -3.83201  0.332
C6 1.60049 0.40711 3.09647  1.173
C7 0.99288 0.86414 -2.83488  0.437
O4 0.50714 -0.00593 -3.64549  -0.683
C8 0.13309 0.43309 3.59223  -1.567
O5 1.10156 -3.75137 1.20726  -0.789
H4 -2.60191 5.47444 2.31814  0.289
H5 4.61676 -0.14493 4.33496  0.327
H6 1.63143 0.81958 5.78621  0.339
H7 3.05281 -0.14927 6.01436  0.309
H8 4.07086 -0.65312 2.74528  0.238
H9 -0.43957 4.44184 -0.67708  0.290
H10 0.09681 1.02876 4.49798  0.796
N2 -1.11924 4.36542 1.27641  0.134
H11 -5.19304 -0.24015 0.06792  0.408
C9 -1.08451 2.36424 2.65165  -1.192
H12 1.20146 -5.79607 -4.80237  0.376
N3 -1.95832 -0.47362 -0.77456  0.426
H13 -2.79804 -3.41474 -5.28784  0.385
O6 2.25722 -1.60644 0.70589  -0.570
C10 -3.27034 -1.75833 -2.31127  -0.041
C11 -1.52415 -4.06502 -3.69624  1.257
H14 3.91912 0.57989 -0.05552  0.129
C12 3.38800 1.54638 -1.83378  -0.537
N4 2.50546 0.09056 4.00629  0.220
C13 3.91021 0.09788 3.53952  -0.813
H15 -1.15081 -1.32094 -2.48154  0.509
H16 -1.28645 4.75075 3.35512  0.314
O7 1.86672 0.91391 1.97442  -0.627
O8 0.33142 1.38833 -1.88527  -0.550
H17 4.37260 1.74255 -2.21217  0.440
H18 -5.31306 -1.86082 -1.78159  0.479
N5 3.31713 0.47660 -0.83964  -0.291
H19 3.36495 -0.45877 -1.26675  0.239
C14 -3.04003 -0.06458 -0.09765  0.092
C15 -0.64833 -4.62676 -4.61982  -0.720
H20 -0.93330 6.03888 -0.03132  0.316
O9 0.11937 -1.47696 1.72830  -0.475
N6 0.64177 -5.43102 -2.82204  -0.620
H21 -0.15803 -0.61054 3.80583  0.383
C16 -0.88182 3.02097 1.34549  0.740
H22 -4.49197 -2.23458 -3.99483  0.345
Pm1 0.49981 0.17736 0.21327  0.762
H23 -0.91431 6.12360 2.32375  0.384
C17 -2.61979 -3.23188 -4.24795  -0.726
H24 -0.75443 -4.43064 -5.66159  0.359
S1 0.93230 -2.35946 0.81876  0.984
H25 2.89069 0.23770 -3.57173  0.317
C18 -2.04511 -1.21726 -1.87725  0.047
C19 -1.51897 5.22287 2.38461  -0.960
H26 -2.87349 0.60394 0.72935  0.290
H27 1.51253 -0.99993 5.57699  0.290
C20 -0.26559 -4.87784 -2.01339  -0.135
C21 -3.47185 -2.41370 -3.60092  -0.856
H28 -2.16849 2.42059 2.93454  0.373
H29 -0.15436 -4.86863 -0.93624  0.502
H30 4.14723 1.03838 3.03827  0.279
H31 2.88533 2.42535 -1.43497  0.227
C22 0.45537 -5.29028 -4.15206  -0.177

Atomic forces in eV per Å
H 0.0 -0.2 0.1
O 1.5 -0.6 2.6
C -0.8 0.2 0.6
C 1.2 -0.4 0.4
C 0.7 0.0 0.5
N 0.1 0.7 -0.1
C 0.6 -0.5 -0.2
H -0.3 0.1 -0.8
O 0.2 0.5 0.1
C 0.2 0.1 -0.3
O -0.9 0.6 0.7
H 0.0 -0.2 0.3
C -1.1 2.0 -0.2
C -0.3 -2.9 -2.5
O 1.1 2.2 1.8
C 0.2 -0.5 -0.7
O -0.8 1.6 -0.3
H 0.7 -0.1 0.2
H -0.3 0.3 0.1
H -0.2 -0.2 0.0
H -0.3 -0.3 -0.3
H -0.5 0.1 0.4
H -0.2 0.1 -0.2
H -0.3 0.2 0.1
N -0.4 -0.6 -0.8
H 0.0 0.0 0.2
C -0.4 -1.8 2.3
H -0.6 0.6 0.4
N 0.4 1.0 0.3
H -0.4 -0.3 -0.4
O -1.6 -0.7 0.3
C -0.3 1.1 0.9
C 0.0 0.6 -0.5
H 0.5 -0.1 0.5
C -1.8 -0.8 -1.0
N 0.8 -0.3 -0.2
C 0.2 -0.6 -0.6
H 0.1 -0.1 0.2
H -0.3 0.2 -0.5
O 0.3 -0.6 1.6
O 1.0 0.1 0.6
H 0.7 0.4 0.1
H -0.9 0.0 -0.3
N -1.6 -0.3 -1.1
H 0.3 0.6 0.6
C -0.2 -1.2 -1.0
C 0.5 0.4 -0.1
H 0.0 -0.4 0.2
O -0.5 -0.9 1.2
N 0.3 0.3 0.0
H -0.1 0.6 -0.1
C 1.1 1.7 -0.8
H 1.0 0.2 -0.4
Pm 0.0 1.1 -3.0
H -0.1 0.2 0.0
C -0.6 -0.2 0.8
H -0.2 0.0 -0.6
S 1.8 -1.7 -2.5
H 0.1 0.2 0.2
C -0.7 -0.1 -0.1
C -0.3 -0.5 0.2
H 0.0 0.1 0.3
H 0.4 0.8 0.0
C -0.5 -0.2 -0.5
C -0.1 -0.7 0.1
H 0.7 0.0 -0.2
H 0.5 -0.5 0.0
H 0.0 0.2 0.5
H 0.4 0.3 0.2
C 0.2 -1.0 1.2

Orbital gap   7.563 eV
2S+1   5
LUMO level   -0.316 eV

***

Density functional theory data (the ωB97M-V functional and the def2-TZVPD basis) for C34H44FGe2N7O2S2Y as an isolated structure.

Each line ends with the Mulliken charge.
Atoms and positions in Å:
Ge1 -0.16567 2.71114 -3.81944  0.719
H1 -3.94666 1.91292 1.28002  0.508
C1 -2.44164 -3.56736 3.80051  -1.217
H2 2.25436 3.18136 -4.35763  0.386
H3 1.00004 -2.84835 -0.83931  0.371
H4 -1.80071 -1.35124 6.95439  0.373
H5 -4.43396 -3.13095 -3.56585  0.444
H6 3.21570 1.03638 -3.58496  0.492
H7 -4.83988 -0.79696 -3.39893  0.459
H8 2.39400 -2.69688 -1.85396  0.433
H9 -3.89146 -5.40912 6.09962  0.207
H10 3.07427 1.06767 4.14674  0.401
H11 4.14505 -1.80967 -6.81034  0.313
C2 -1.82080 -2.35179 3.72883  0.089
H12 -1.23053 3.39375 -1.56525  0.173
C3 -4.63514 0.83249 4.37922  -0.195
H13 4.57738 -1.58137 0.21650  0.416
C4 -2.33148 -2.90704 -3.41005  -0.810
H14 0.12283 -1.41164 -5.51582  0.252
H15 4.10434 -0.05979 -0.38280  0.347
C5 -4.89775 1.15229 3.06592  -0.648
H16 -3.01673 -3.53706 7.22127  0.370
Ge2 0.16196 0.40414 -3.09883  -0.091
C6 2.94285 0.23488 -4.29747  -0.192
C7 -1.98553 -2.04790 6.11287  -0.179
Y1 0.00825 1.04446 2.20854  0.966
H17 -1.31102 4.19716 -5.52819  0.393
C8 -3.60899 -2.47745 -3.50524  -0.494
H18 -5.88117 1.33485 2.65139  0.384
O1 0.17072 -0.23748 6.21025  -0.749
N1 -1.09952 1.00015 4.41151  -0.791
H19 4.53583 5.05431 3.18724  0.329
C9 -1.53363 -1.58925 4.88163  -0.641
C10 -1.45724 -0.65123 -3.32928  0.393
C11 3.90289 -1.12995 -0.44076  -1.788
F1 -0.83620 -0.41876 0.99900  -0.719
H20 1.80253 -2.41534 -7.01976  0.342
N2 -3.36495 -5.24595 5.28474  -0.513
H21 -0.65709 2.89073 -6.51103  0.370
C12 2.72461 4.49207 2.42373  -0.869
C13 3.83715 -0.34665 -5.15372  -0.755
C14 -1.42624 3.60703 -2.64058  -1.167
H22 2.50851 0.88943 0.68616  0.284
H23 -2.06127 2.61882 -5.55746  0.361
C15 4.03372 3.01208 3.84175  -1.057
C16 -3.83642 -1.10625 -3.46867  -0.684
N3 -3.40315 0.75750 4.86898  -0.428
H24 -2.64173 -4.10828 2.86566  0.324
N4 1.58966 0.76473 0.23685  0.040
C17 3.85050 4.19874 3.16891  -0.013
C18 -2.81887 -4.00824 5.09828  1.231
H25 1.29437 -1.95817 1.67500  0.143
N5 2.00580 2.30363 2.82743  0.186
H26 -1.45982 -1.93713 2.77180  0.524
C19 2.46721 -1.48853 -0.09852  1.324
H27 1.45200 1.51774 -0.43571  0.035
H28 -5.50675 0.58113 5.02178  0.352
C20 3.03699 2.07446 3.66647  -0.056
C21 1.72511 3.54724 2.33352  0.538
H29 -1.31038 4.68719 -2.78740  0.432
H30 2.95753 -2.59016 1.68333  0.551
O2 0.65966 -0.56802 3.80810  -0.467
C22 2.09694 -2.73707 -0.85331  -1.853
C23 -2.66489 -3.23724 6.26331  -1.056
H31 4.86278 2.77426 4.48771  0.407
C24 -1.09879 3.12049 -5.52917  -1.274
H32 1.91037 3.61528 -2.67463  0.319
N6 -2.54873 1.40631 2.69024  -0.208
H33 -2.41949 3.34570 -2.77183  0.474
C25 -3.78886 1.46748 2.23081  -0.200
H34 -3.69186 -5.70443 4.45408  0.217
H35 1.41180 4.73315 -3.97034  0.410
C26 -1.31229 -2.03122 -3.25331  -0.194
C27 2.32099 -1.75146 1.41360  -1.419
C28 1.56590 3.67991 -3.71494  -1.215
H36 -3.00949 0.84126 -3.53825  0.309
H37 -2.15859 -3.97667 -3.49850  0.375
C29 -2.46508 1.02848 4.01945  0.748
H38 0.58898 -0.79871 -0.37733  0.223
H39 -0.32043 -2.48287 -3.18264  0.530
H40 2.54312 -3.63341 -0.44162  0.423
H41 4.16529 -1.45577 -1.42200  0.389
C30 1.18881 -1.11670 -5.36340  -0.185
C31 3.45867 -1.38130 -6.06025  -0.532
H42 2.59264 -0.85303 1.95083  0.336
C32 2.13511 -1.72618 -6.21297  -0.523
H43 4.86526 -0.00957 -5.23445  0.369
C33 1.57248 -0.17988 -4.38104  0.142
S1 0.26388 3.87791 1.43970  -0.406
C34 -2.77861 -0.19426 -3.48796  -0.433
S2 -0.41186 -0.27806 4.89213  1.590
N7 1.56635 -0.47406 -0.56406  0.124
H44 2.65617 5.41512 1.84920  0.383

Atomic forces in eV per Å
Ge -0.2 0.5 -0.2
H 0.0 -0.1 -1.0
C -0.3 0.1 0.8
H 0.7 -0.1 -0.5
H 0.3 -0.2 0.1
H -0.1 -0.9 -0.3
H -0.7 -0.8 -0.1
H 0.0 -0.6 -0.5
H -1.1 0.7 -0.3
H 0.4 0.3 -1.7
H -0.5 -0.2 0.8
H -0.1 0.9 -0.5
H 0.0 0.4 0.8
C 1.2 1.5 -0.4
H 0.2 0.2 -0.6
C -1.6 -0.5 -0.3
H 1.1 -0.9 1.2
C -0.1 -2.0 -0.3
H 0.9 0.4 0.4
H -0.1 0.1 0.0
C 1.0 0.9 -1.1
H -0.2 -0.4 0.5
Ge 0.4 0.9 -0.9
C -1.7 0.0 0.3
C 0.1 1.4 1.0
Y -0.5 0.3 -0.2
H 0.1 -0.1 0.1
C -0.6 1.8 0.2
H -0.1 -0.3 0.3
O -0.2 0.3 -0.5
N -1.6 1.5 -1.3
H 0.3 -0.7 0.3
C -0.5 -1.8 -0.4
C -0.5 -0.3 -0.1
C -0.5 1.1 -0.3
F 0.0 0.0 0.1
H 0.3 0.5 0.8
N 0.3 -0.5 -1.5
H 0.3 0.0 0.5
C 0.7 0.3 0.1
C 0.7 -1.0 -1.2
C 2.0 0.7 1.7
H -0.4 0.0 -0.6
H -0.2 -0.1 0.3
C -0.5 -0.7 0.4
C 1.0 -0.3 -0.2
N -0.7 -0.1 0.4
H 0.0 -0.1 0.7
N 0.5 -0.4 0.1
C 0.3 2.1 -0.6
C -0.5 -0.4 0.3
H -0.4 -0.3 0.0
N -1.2 0.0 0.9
H -0.3 -0.4 0.3
C 0.7 -0.7 0.8
H 0.2 0.1 0.2
H 0.9 0.3 -0.1
C 0.0 -0.6 -0.5
C 0.3 -0.9 -0.8
H -0.1 -0.1 0.1
H 0.1 0.1 0.3
O -1.7 0.7 1.1
C -1.4 -0.5 0.9
C 0.9 1.1 -1.8
H 0.2 0.2 0.0
C 0.1 -0.1 -0.7
H 0.0 0.1 -0.2
N -0.7 -0.5 1.3
H -2.0 -0.6 -0.7
C -0.6 0.1 1.8
H -0.1 -0.2 0.0
H 0.2 -0.2 -0.1
C 2.0 0.1 -0.2
C 0.1 0.3 -0.8
C -1.1 0.0 0.8
H 0.0 0.8 0.0
H 0.3 0.1 0.2
C 3.0 0.5 -1.0
H 1.0 0.1 -0.2
H 0.0 0.3 0.1
H 0.1 -0.1 0.3
H 0.1 -0.1 -0.9
C -0.2 -0.3 -0.1
C 0.3 0.7 -0.6
H 0.4 0.1 0.5
C -0.7 0.2 0.2
H 0.0 0.0 0.4
C -0.1 -0.8 0.0
S 0.0 -1.2 0.4
C 0.1 -0.9 0.7
S 2.8 -1.7 0.2
N -1.9 1.1 0.2
H -0.1 -0.1 0.4

Orbital gap (spin up / spin down)   6.869 / 7.135 eV
2S+1   2
LUMO level (spin up / spin down)   0.145 / -0.702 eV

***

Density functional theory data (the ωB97M-V functional and the def2-TZVPD basis) for C9H26N2O7Pm as an isolated structure.

Each line ends with the Mulliken charge.
Atoms and positions in Å:
H1 4.04228 -2.83503 1.04059  0.456
O1 -2.20061 -0.30470 -0.82844  -0.584
H2 1.05705 0.97434 1.54902  0.457
H3 -0.51864 2.56980 -3.97766  0.276
C1 -1.09547 -2.86230 0.96211  -1.005
H4 0.74155 -0.97307 2.94463  0.275
N1 0.60500 -0.86428 -1.70327  0.779
H5 -1.68532 0.54470 -0.77655  0.528
H6 -2.67935 1.69915 1.09908  0.328
H7 -2.30730 -0.75238 2.39094  0.398
H8 -1.39926 -0.06551 3.79121  0.536
H9 2.39213 -2.64706 1.40245  -0.073
H10 1.23255 2.32887 -4.11545  0.389
C2 0.41604 2.51327 -3.39400  -1.655
O2 0.81758 -2.18963 -1.98870  -0.534
O3 1.85714 1.04030 0.96460  -0.685
H11 3.74783 -4.51763 -0.25735  0.324
C3 0.89213 -0.37897 -4.12580  -1.766
Pm1 -0.00272 -0.04657 0.08857  -0.428
H12 -0.76051 -3.49195 0.14741  0.261
H13 -2.02633 -2.32129 0.72882  0.477
H14 -1.55189 2.79204 2.04451  0.397
H15 3.10781 -2.26269 -0.26993  0.273
H16 0.60261 3.51615 -2.99663  0.436
H17 -1.30384 -3.51457 1.81721  0.387
H18 0.96010 -2.57698 -1.10881  0.276
H19 0.66887 -1.42565 -4.35353  0.415
H20 1.52764 1.29189 0.04753  0.604
O4 -0.01985 -1.93277 1.28636  0.052
H21 -1.57012 -1.06318 -0.88777  0.451
C4 0.61102 0.05603 -2.74544  0.494
O5 -0.28599 2.98521 -0.72583  -0.506
H22 0.29057 0.20915 -4.83897  0.404
C5 -0.20652 -1.39797 2.63886  -0.853
H23 -0.41714 -2.22867 3.32826  0.551
N2 0.00835 1.68000 -1.07669  -0.056
C6 0.35939 1.42682 -2.40922  0.542
O6 2.93371 -4.28516 0.22571  -0.537
H24 -2.62346 1.74636 2.90819  0.413
O7 -0.98111 0.82307 1.97062  -0.099
H25 1.95133 -0.21418 -4.38316  0.295
C7 -1.33402 -0.36525 2.73790  -0.522
H26 -0.51787 2.90228 0.22052  0.283
C8 3.06708 -2.92845 0.59209  -0.398
C9 -2.03169 1.82107 1.98638  -1.058

Atomic forces in eV per Å
H 0.6 0.4 0.4
O -0.5 -0.3 0.9
H 1.9 1.5 0.4
H 0.2 0.1 0.1
C -0.2 -0.2 0.4
H 0.3 0.2 0.0
N 0.1 0.8 -0.5
H -1.5 0.2 -1.9
H 0.3 0.2 0.4
H 0.3 0.1 0.1
H -0.2 -0.1 -0.2
H -0.4 -0.2 -0.5
H -0.4 0.0 0.3
C 0.1 0.6 -1.5
O 0.4 -1.7 -0.7
O -0.1 -0.1 0.9
H -0.6 0.0 0.3
C 0.2 0.3 -1.4
Pm 1.1 -2.5 1.3
H 0.0 0.1 -0.3
H 0.3 -0.2 -0.1
H 0.0 0.1 -0.3
H -0.6 0.3 -0.1
H -0.1 -0.4 0.3
H 0.2 0.1 -0.1
H 0.3 -0.2 -0.6
H 0.0 0.1 0.5
H 1.0 1.4 0.3
O -1.0 -2.5 2.5
H -1.3 0.4 -1.5
C -0.5 2.9 0.6
O -0.2 1.5 0.4
H 0.3 -0.2 0.2
C -0.4 -0.3 -0.2
H 0.0 0.2 -0.2
N 0.3 0.3 -0.7
C 0.4 -3.1 -0.9
O -0.2 -0.2 -0.5
H 0.1 -0.2 -0.3
O -1.4 0.2 1.9
H -0.2 -0.1 0.0
C 0.2 0.0 0.3
H 0.2 0.5 -0.8
C 1.4 -0.2 0.4
C -0.4 0.0 0.3

Orbital gap (spin up / spin down)   6.225 / 6.234 eV
2S+1   5
Net charge   +1
LUMO level (spin up / spin down)   -2.833 / -2.822 eV

***

It is found that the DFT total energy values, taken in the order of the records, are -6725.65163, -78077.86315, -188963.27315, -43606.68202 eV.
It is found that the relative energy (zero: lowest compared OMol25 entry of this formula, charge and spin) values, taken in the order of the records, are 90.4, 4.2, 52.3, 105.5 kcal per mole.